# 1
Formula: C4H11O2P
Source: OMol25
Level of theory: ωB97M-V/def2-TZVPD

Element x y z (Å)
C: 0.24711 0.07814 -1.17804
C: -2.16252 0.64947 -0.46725
C: -0.09343 1.29277 0.94879
C: -0.65185 0.21817 -0.01438
O: 3.02000 -0.88356 0.56769
O: -0.77051 -1.03662 0.52030
P: 1.98107 -1.88590 0.64264
H: -0.06842 -0.68869 -1.79424
H: 0.56052 1.04381 -1.53282
H: 1.17074 -0.20346 -0.73728
H: -2.24707 1.57537 -0.83318
H: -2.80046 0.67451 0.36836
H: -2.42414 -0.00844 -1.21426
H: 0.04399 2.15265 0.42099
H: -0.80490 1.30038 1.71844
H: 0.92948 1.21151 1.26353
H: 2.03471 -2.69220 1.93034
H: 2.03569 -2.79792 -0.60964

- HOMO energy (alpha / beta): -0.32559 / -0.32564 Eh
- Energy above the lowest of the compared OMol25 structures with the same formula, charge and spin: 4.9403 eV

These are the Löwdin partial charges, in e, on atoms 1 to 2: number 1, C, carries -0.08; number 2, C, carries 0.03

---

# 2
Formula: C4H11O2Pt
Source: OMol25
Level of theory: ωB97M-V/def2-TZVPD

Element x y z (Å)
C: -0.56274 2.35870 -1.15842
H: -1.56859 1.95071 -0.95416
H: -0.55082 3.20857 -0.45239
H: -0.28772 2.84775 -2.10781
Pt: 1.06679 1.05203 -0.27637
O: 0.27113 -0.10278 -1.70886
H: -0.48974 0.69613 -2.18909
C: 0.75328 -0.47595 2.31947
O: 0.40550 -0.30557 0.95693
C: 0.19613 -1.52102 0.24692
C: -0.44417 -1.14072 -1.06705
H: 0.90759 0.52134 2.74632
H: -0.06249 -0.98759 2.85019
H: 1.67452 -1.06968 2.41915
H: -0.47995 -2.17865 0.81523
H: 1.14090 -2.07276 0.11520
H: -1.45246 -0.74628 -0.84956
H: -0.51715 -2.03425 -1.70568

- Expectation value of S²: 3.757
- HOMO energy (alpha / beta): -0.17603 / -0.32058 Eh
- Spin multiplicity: 4
- Energy above the lowest of the compared OMol25 structures with the same formula, charge and spin: 1.1594 eV

These are the Löwdin partial charges, in e, on atoms 1 to 2: number 1, C, carries -0.33; number 2, H, carries -0.02

---

# 3
Formula: C4H11O3
Source: OMol25
Level of theory: ωB97M-V/def2-TZVPD

Element x y z (Å)
C: 0.40693 -1.53525 1.38464
O: -0.95079 -1.79327 1.13387
C: 0.93498 -0.26154 0.69532
C: 0.55201 -0.11624 -0.80363
C: 1.18159 1.16944 -1.39678
O: -0.84674 -0.09222 -0.91135
H: 0.96493 -2.39850 0.97059
H: 0.60299 -1.42814 2.45438
H: 0.40047 0.59523 1.12525
H: 2.01704 -0.23004 0.85677
H: 0.98617 -0.93196 -1.41467
H: 1.88130 1.65406 -0.71906
H: 0.40344 1.92456 -1.48772
H: 1.63082 0.96671 -2.37170
H: -1.15672 -1.19320 0.33975
H: -1.32424 1.29474 -0.18074
H: -1.89222 2.68887 -0.61297
O: -1.30789 2.29488 0.03738

- Net charge: -1
- HOMO energy: -0.13728 Eh
- Energy above the lowest of the compared OMol25 structures with the same formula, charge and spin: 0.3091 eV

These are the Löwdin partial charges, in e, on atoms 1 to 2: number 1, C, carries -0.32; number 2, O, carries -0.13

---

# 4
Formula: C4H11O4
Source: OMol25
Level of theory: ωB97M-V/def2-TZVPD

Element x y z (Å)
C: 0.35615 -1.08064 -1.59782
O: -0.08059 -1.58017 -2.74696
C: -0.29456 0.34690 -1.30230
C: 0.07815 0.81430 0.08959
C: -0.88175 0.28336 1.13168
O: -1.55967 0.97439 1.83615
H: 0.30679 -1.70089 -0.68092
H: 1.43194 -0.85505 -1.67567
H: 0.03836 1.00148 -2.10635
H: -1.34565 0.30515 -1.61511
H: 0.23515 1.88819 0.15904
H: 1.11459 0.46280 0.22500
H: -0.97545 -0.80721 1.12637
H: 1.98168 -4.12957 -2.85515
H: 0.67635 -3.20831 -2.78391
O: 1.05338 -4.08723 -2.87996
H: -0.06650 3.37158 5.53787
H: -1.46887 3.89447 4.87536
O: -0.59947 4.10647 5.26309

- Expectation value of S²: 0.754
- HOMO energy (alpha / beta): -0.38023 / -0.38043 Eh
- Spin multiplicity: 2
- Energy above the lowest of the compared OMol25 structures with the same formula, charge and spin: 0.0000 eV

These are the Löwdin partial charges, in e, on atoms 1 to 2: number 1, C, carries -0.32; number 2, O, carries 0.05

---

# 5
Formula: C4H11O5PS
Source: OMol25
Level of theory: ωB97M-V/def2-TZVPD

Element x y z (Å)
C: 1.24026 2.70800 -1.96461
C: 0.15374 -3.38657 1.87211
C: -1.59419 0.73142 -1.46316
C: 0.78634 0.07461 0.30705
O: -1.14584 1.88225 1.00237
O: 0.16038 -0.57959 2.75211
O: -1.61704 -1.07467 1.10626
O: 0.45202 2.59751 -0.79025
O: 0.54636 -2.39804 0.97088
P: -0.42676 1.38461 -0.18259
S: -0.24886 -0.89365 1.43153
H: 0.60250 2.98405 -2.91083
H: 1.58686 1.65263 -2.33483
H: 2.01094 3.40916 -1.84360
H: 0.89867 -4.18492 2.02976
H: -0.93787 -3.69445 1.55364
H: 0.17940 -2.99522 2.94489
H: -1.17802 0.57301 -2.41084
H: -1.95381 -0.29267 -1.09967
H: -2.41748 1.40804 -1.66454
H: 1.54789 0.70684 0.90918
H: 1.35450 -0.61235 -0.21487

- HOMO energy: -0.39047 Eh
- Energy above the lowest of the compared OMol25 structures with the same formula, charge and spin: 2.6875 eV

These are the Löwdin partial charges, in e, on atoms 1 to 2: number 1, C, carries -0.12; number 2, C, carries -0.19

---

# 6
Formula: C4H11OP
Source: OMol25
Level of theory: ωB97M-V/def2-TZVPD

Element x y z (Å)
C: 0.10191 -1.24847 1.08443
C: -0.05630 -0.56317 -1.44456
C: 1.37276 0.83563 0.38332
C: 0.12532 -0.13744 0.04390
O: -3.53912 0.06920 -0.73105
P: -1.34389 1.02648 0.20365
H: -0.80319 -1.85126 0.98206
H: 1.02688 -1.88510 0.97579
H: 0.40534 -0.74077 1.98321
H: -0.99663 -0.32884 -1.91688
H: -0.13738 -1.65879 -1.54570
H: 0.71935 -0.35966 -2.14189
H: 1.77147 1.31160 -0.45729
H: 1.00110 1.50733 1.03787
H: 2.14911 0.23725 0.87530
H: -1.07402 1.85455 1.27833
H: -0.72271 1.93146 -0.61048

- HOMO energy (alpha / beta): -0.34444 / -0.34755 Eh
- Energy above the lowest of the compared OMol25 structures with the same formula, charge and spin: 6.6005 eV

These are the Löwdin partial charges, in e, on atoms 1 to 2: number 1, C, carries -0.12; number 2, C, carries -0.13

---

# 7
Formula: C4H11P
Source: OMol25
Level of theory: ωB97M-V/def2-TZVPD

Element x y z (Å)
C: -0.26466 1.30731 0.73149
C: -0.04108 -0.00485 -0.00672
C: -1.14270 -1.05943 0.23734
C: 1.27293 -0.57273 0.48014
P: 0.15711 0.38156 -1.77009
H: -1.25177 1.78753 0.51616
H: -0.10717 1.19824 1.82880
H: 0.43879 2.09604 0.40199
H: -0.91043 -2.02083 -0.25889
H: -1.34165 -1.25046 1.29261
H: -2.11100 -0.71605 -0.17576
H: 2.01128 0.22257 0.48982
H: 1.64238 -1.32020 -0.23559
H: 1.13096 -1.01121 1.47640
H: -0.73795 -0.14738 -2.75272
H: 1.25493 1.10989 -2.25498

- HOMO energy: -0.26995 Eh
- SMILES string: CC(C)(C)P
- Energy above the lowest of the compared OMol25 structures with the same formula, charge and spin: 1.5354 eV

These are the Löwdin partial charges, in e, on atoms 1 to 2: number 1, C, carries -0.16; number 2, C, carries -0.90

---

# 8
Formula: C4H11P3
Source: OMol25
Level of theory: ωB97M-V/def2-TZVPD

Element x y z (Å)
C: 0.46703 -0.27224 1.07723
C: 0.69480 -1.55479 1.94682
C: -0.67229 -0.79659 -2.36353
C: -1.15741 0.31712 -1.44093
P: 1.86272 0.81718 1.09778
P: -1.13954 0.00379 0.24470
P: 1.06653 2.63096 -0.12899
H: -0.08749 -1.67614 2.63607
H: 0.93295 -2.50054 1.39490
H: 1.60115 -1.38617 2.53168
H: 0.25004 -1.16741 -2.07864
H: -1.39890 -1.60464 -2.58376
H: -0.50605 -0.27370 -3.20706
H: -2.07422 0.79899 -1.73331
H: -1.70336 -1.02874 1.05308
H: -1.62210 1.18742 0.85131
H: 1.04018 3.58121 1.04195
H: 2.44594 2.92429 -0.33930

- Expectation value of S²: 2.012
- HOMO energy (alpha / beta): -0.20002 / -0.28597 Eh
- Spin multiplicity: 3
- Energy above the lowest of the compared OMol25 structures with the same formula, charge and spin: 1.2174 eV

These are the Löwdin partial charges, in e, on atoms 1 to 2: number 1, C, carries -0.94; number 2, C, carries -0.26

---

# 9
Formula: C4H11PS
Source: OMol25
Level of theory: ωB97M-V/def2-TZVPD

Element x y z (Å)
C: 1.49742 -1.60918 0.05744
C: 1.48278 -0.56740 0.87683
P: 3.02378 0.33028 1.52165
H: 0.70253 -2.18217 -0.31760
H: 2.46022 -2.03645 -0.23599
H: 0.52640 -0.22580 1.20298
H: 2.31040 1.48966 2.04013
H: 3.47310 1.02560 0.52593
C: -1.76867 -0.53552 -0.86943
C: -1.57810 0.98052 -0.94780
S: -1.08906 1.70084 0.71125
H: -2.09518 -1.05717 -1.86603
H: -0.86496 -1.08957 -0.50626
H: -2.74652 -0.83710 -0.32031
H: -2.47494 1.54480 -1.35308
H: -0.56106 1.15955 -1.44883
H: -2.29816 1.90913 0.92913

- HOMO energy: -0.32970 Eh
- SMILES string: C=CP.CCS
- Energy above the lowest of the compared OMol25 structures with the same formula, charge and spin: 2.7114 eV

These are the Löwdin partial charges, in e, on atoms 1 to 2: number 1, C, carries -0.10; number 2, C, carries -0.48

---

# 10
Formula: C4H11PS
Source: OMol25
Level of theory: ωB97M-V/def2-TZVPD

Element x y z (Å)
C: -1.50894 0.13372 0.02695
C: 0.02499 0.08102 -0.02288
C: 0.52411 1.41255 -0.47845
C: 0.36952 -0.90164 -1.13193
P: 0.60920 -0.59096 1.57744
S: 2.53006 -1.17041 1.88109
H: -1.93864 -0.64559 -0.49020
H: -1.98988 0.18673 0.93779
H: -1.82377 0.97168 -0.64106
H: 1.54426 1.37014 -0.76015
H: 0.43867 2.25666 0.15529
H: -0.01597 1.67937 -1.31937
H: 1.03579 -1.63502 -0.52399
H: -0.55570 -1.31839 -1.53942
H: 0.96930 -0.52004 -2.00847
H: -0.30856 -1.54500 1.76313
H: 0.09558 0.23518 2.57423

- HOMO energy: -0.31766 Eh
- SMILES string: CC(C)(C)[PH2]=S
- Energy above the lowest of the compared OMol25 structures with the same formula, charge and spin: 0.9745 eV

These are the Löwdin partial charges, in e, on atoms 1 to 2: number 1, C, carries -0.10; number 2, C, carries -0.77